Entry 1:
Here is a cluster of 11 separate species, C56H76BF3N3O23 in total from the Open Molecules 2025 dataset. Energies are from the ωB97M-V functional and the def2-TZVPD basis.

Structure (XYZ):
```
162
Properties=species:S:1:pos:R:3:lowdin_charge:R:1
O 0.581 3.254 2.641 0.149
B 0.909 3.297 1.280 -0.531
O 1.769 4.349 0.845 0.139
C 0.415 2.197 0.184 -0.166
C 1.712 2.005 -0.686 -0.110
O 1.678 0.853 -1.556 0.046
C 2.890 0.719 -2.204 -0.617
F 2.774 -0.398 -2.989 0.142
F 3.931 0.486 -1.359 0.154
F 3.187 1.776 -3.013 0.138
C -0.770 2.964 -0.611 -0.015
N -1.965 2.124 -0.485 0.036
C -3.308 2.391 -1.017 -0.240
C -3.536 2.733 -2.395 0.018
C -4.841 3.050 -2.978 0.001
C -5.929 2.991 -1.980 -0.012
C -5.538 2.621 -0.632 -0.124
N -4.321 2.340 -0.124 0.114
C -1.877 1.001 0.166 0.165
C -0.397 0.950 0.696 -0.100
C 0.259 -0.453 0.835 -0.112
C 1.674 -0.719 1.075 -0.012
C 2.073 -2.111 1.206 -0.110
N 1.272 -3.205 1.149 0.051
C -0.035 -2.925 0.929 -0.121
C -0.637 -1.620 0.755 0.017
H -0.068 3.945 2.857 0.132
H 1.288 4.809 0.132 0.109
H 1.845 2.929 -1.318 0.139
H 2.581 1.967 0.031 0.142
H -0.356 3.120 -1.656 0.105
H -0.823 4.017 -0.235 0.150
H -2.647 2.763 -3.074 0.108
H -4.998 3.339 -4.034 0.101
H -6.979 3.221 -2.264 0.096
H -6.381 2.572 0.105 0.118
H -2.670 0.228 0.348 0.150
H -0.579 1.215 1.792 0.178
H 2.387 0.132 1.164 0.106
H 3.157 -2.298 1.414 0.119
H -0.734 -3.801 0.896 0.112
H -1.737 -1.520 0.590 0.055
O -0.219 4.129 -3.122 0.060
C 0.277 4.294 -4.215 -0.443
O -0.411 4.748 -5.278 0.054
C 0.433 4.726 -6.447 -0.148
C 1.847 4.742 -5.910 -0.138
C 1.702 3.986 -4.601 -0.079
H 0.215 3.820 -7.017 0.134
H 0.222 5.590 -7.068 0.111
H 2.572 4.303 -6.595 0.128
H 2.156 5.770 -5.708 0.126
H 1.809 2.909 -4.737 0.130
H 2.399 4.348 -3.847 0.128
O 1.852 0.301 3.567 0.104
C 2.346 0.742 4.574 -0.451
O 3.087 0.003 5.438 0.038
C 3.428 0.807 6.581 -0.153
C 3.314 2.238 6.110 -0.148
C 2.203 2.155 5.082 -0.082
H 2.728 0.580 7.386 0.103
H 4.438 0.568 6.913 0.130
H 3.113 2.940 6.915 0.103
H 4.245 2.542 5.621 0.125
H 1.219 2.270 5.537 0.125
H 2.343 2.877 4.281 0.108
O 0.267 0.592 7.130 0.116
C -0.050 -0.533 7.407 -0.463
O -1.214 -1.104 7.012 0.036
C -1.334 -2.409 7.599 -0.157
C 0.083 -2.824 7.939 -0.155
C 0.739 -1.493 8.264 -0.073
H -1.970 -2.335 8.485 0.128
H -1.800 -3.089 6.886 0.126
H 0.136 -3.550 8.749 0.119
H 0.562 -3.263 7.060 0.124
H 0.611 -1.220 9.313 0.138
H 1.793 -1.486 7.992 0.120
O 4.531 -8.563 -0.762 0.099
C 4.064 -7.462 -0.633 -0.484
O 2.757 -7.229 -0.357 -0.004
C 2.507 -5.810 -0.377 -0.162
C 3.857 -5.167 -0.142 -0.156
C 4.806 -6.158 -0.793 -0.068
H 2.083 -5.546 -1.349 0.123
H 1.792 -5.553 0.401 0.103
H 3.929 -4.158 -0.546 0.113
H 4.062 -5.115 0.932 0.119
H 4.941 -5.955 -1.858 0.136
H 5.768 -6.191 -0.284 0.119
O -3.524 -1.753 0.398 0.051
C -3.833 -2.626 -0.378 -0.456
O -3.786 -3.937 -0.075 0.049
C -4.106 -4.716 -1.243 -0.136
C -4.888 -3.778 -2.139 -0.150
C -4.271 -2.430 -1.808 -0.070
H -3.173 -5.052 -1.704 0.127
H -4.690 -5.588 -0.953 0.131
H -4.830 -4.043 -3.194 0.123
H -5.942 -3.780 -1.849 0.123
H -3.393 -2.221 -2.424 0.138
H -4.996 -1.623 -1.888 0.128
O -0.361 -6.393 -2.139 0.106
C -0.679 -7.513 -1.846 -0.473
O -1.854 -8.083 -2.224 0.018
C -1.974 -9.381 -1.621 -0.161
C -0.556 -9.799 -1.290 -0.152
C 0.113 -8.469 -0.986 -0.078
H -2.601 -9.293 -0.729 0.126
H -2.451 -10.066 -2.321 0.126
H -0.500 -10.517 -0.472 0.120
H -0.088 -10.252 -2.167 0.123
H -0.004 -8.183 0.062 0.140
H 1.161 -8.472 -1.266 0.112
O -7.183 3.934 -4.379 0.075
C -7.737 4.987 -4.205 -0.473
O -8.956 5.105 -3.630 0.038
C -9.378 6.479 -3.670 -0.148
C -8.102 7.281 -3.813 -0.156
C -7.220 6.344 -4.620 -0.073
H -10.051 6.611 -4.521 0.132
H -9.916 6.723 -2.755 0.129
H -8.255 8.254 -4.280 0.121
H -7.656 7.448 -2.829 0.122
H -7.369 6.467 -5.694 0.136
H -6.168 6.458 -4.363 0.127
O 5.949 -5.770 3.788 0.116
C 5.903 -6.887 3.356 -0.485
O 6.204 -7.211 2.072 0.017
C 5.942 -8.609 1.853 -0.158
C 5.983 -9.241 3.229 -0.154
C 5.470 -8.118 4.116 -0.077
H 4.967 -8.708 1.380 0.103
H 6.699 -9.023 1.189 0.134
H 5.400 -10.159 3.299 0.119
H 7.016 -9.478 3.498 0.120
H 4.381 -8.124 4.191 0.132
H 5.922 -8.146 5.106 0.126
O 4.646 4.575 8.988 0.130
C 4.460 5.315 8.066 -0.483
O 3.414 5.195 7.203 -0.005
C 3.545 6.166 6.154 -0.161
C 4.438 7.250 6.723 -0.160
C 5.345 6.467 7.656 -0.074
H 3.988 5.678 5.281 0.126
H 2.560 6.547 5.884 0.125
H 4.974 7.812 5.958 0.118
H 3.840 7.958 7.302 0.122
H 6.222 6.073 7.138 0.135
H 5.643 7.057 8.520 0.130
O 0.176 4.991 -9.742 0.124
C -1.012 5.103 -9.629 -0.482
O -1.617 5.600 -8.517 -0.002
C -3.043 5.496 -8.661 -0.153
C -3.288 5.411 -10.154 -0.157
C -2.046 4.685 -10.645 -0.072
H -3.382 4.601 -8.132 0.128
H -3.519 6.370 -8.217 0.126
H -4.221 4.908 -10.409 0.120
H -3.319 6.415 -10.583 0.123
H -2.165 3.600 -10.605 0.136
H -1.762 5.002 -11.646 0.131
```

* orbital gap: 7.81 eV
* LUMO: -2.821 eV
* charge: +1

***

Entry 2:
Here is a cluster of 13 separate species, C56H96O15 in total from the Open Molecules 2025 dataset. Energies are from the ωB97M-V functional and the def2-TZVPD basis.

Structure (XYZ):
```
167
Properties=species:S:1:pos:R:3:lowdin_charge:R:1
C -1.283 3.873 -2.192 0.014
C -0.996 3.575 -0.933 -0.004
C -1.732 4.133 0.196 -0.374
O -1.271 4.040 1.325 0.080
C -3.014 4.843 -0.045 0.038
C -3.303 5.160 -1.327 0.055
C -2.391 4.796 -2.468 -0.362
O -2.607 5.128 -3.611 0.112
H -0.709 3.479 -3.018 0.094
H -0.220 2.852 -0.734 0.106
H -3.643 5.120 0.772 0.115
H -4.171 5.739 -1.592 0.116
C 0.938 -0.272 -1.301 0.027
C 1.603 0.758 -1.773 0.014
C 2.163 1.832 -0.975 -0.389
O 2.631 2.807 -1.544 0.107
C 1.998 1.669 0.475 0.025
C 1.479 0.572 0.986 0.017
C 0.857 -0.462 0.151 -0.406
O 0.307 -1.438 0.587 0.125
H 0.534 -1.064 -1.901 0.112
H 1.771 0.892 -2.801 0.094
H 2.421 2.427 1.219 0.144
H 1.452 0.282 2.021 0.111
C 6.109 -0.868 2.794 -0.132
C 4.680 -0.547 3.274 -0.177
C 3.986 -1.895 3.336 -0.191
O 5.003 -2.765 3.891 -0.148
C 6.165 -2.434 3.167 -0.205
H 6.900 -0.270 3.279 0.102
H 6.243 -0.704 1.722 0.094
H 4.101 0.220 2.715 0.105
H 4.791 -0.160 4.337 0.132
H 3.771 -2.320 2.296 0.123
H 3.103 -1.966 3.992 0.114
H 6.266 -3.013 2.266 0.093
H 7.049 -2.677 3.727 0.104
C 3.546 -4.920 -1.529 -0.211
C 4.381 -3.963 -0.803 -0.177
C 3.676 -2.586 -0.975 -0.208
O 2.467 -2.858 -1.620 -0.165
C 2.193 -4.304 -1.625 -0.154
H 3.541 -5.864 -0.982 0.117
H 3.951 -5.105 -2.526 0.120
H 5.510 -3.959 -1.051 0.141
H 4.416 -4.141 0.274 0.096
H 4.231 -1.832 -1.567 0.125
H 3.443 -2.159 0.024 0.099
H 1.719 -4.565 -2.600 0.121
H 1.515 -4.596 -0.780 0.118
C 1.313 3.216 -6.353 -0.157
C 1.524 4.572 -5.774 -0.162
C 1.540 4.458 -4.203 -0.162
O 1.290 3.070 -3.927 -0.206
C 1.655 2.314 -5.120 -0.171
H 1.894 3.033 -7.262 0.116
H 0.290 3.110 -6.618 0.092
H 0.745 5.179 -6.030 0.071
H 2.491 5.044 -6.101 0.128
H 0.725 5.024 -3.738 0.106
H 2.498 4.844 -3.783 0.122
H 1.116 1.337 -5.222 0.111
H 2.728 2.053 -5.068 0.122
C -0.297 -3.168 -5.405 -0.136
C -1.320 -2.451 -4.459 -0.158
C -2.665 -2.997 -4.940 -0.206
O -2.367 -4.297 -5.435 -0.143
C -1.207 -4.108 -6.233 -0.204
H 0.460 -3.628 -4.801 0.078
H 0.294 -2.475 -6.035 0.111
H -1.302 -1.420 -4.746 0.070
H -1.073 -2.635 -3.421 0.099
H -2.876 -2.353 -5.836 0.121
H -3.495 -3.021 -4.224 0.125
H -1.449 -3.612 -7.192 0.118
H -0.790 -5.091 -6.488 0.122
C -2.351 0.690 0.829 -0.133
C -3.888 1.118 0.884 -0.098
C -4.264 0.946 2.429 -0.103
O -2.973 0.660 3.114 -0.160
C -1.898 0.880 2.258 -0.246
H -1.701 1.068 0.040 0.074
H -2.331 -0.420 0.560 0.124
H -4.516 0.497 0.275 0.093
H -3.988 2.176 0.734 0.072
H -4.922 0.124 2.653 0.102
H -4.615 1.955 2.735 0.113
H -1.176 0.126 2.477 0.090
H -1.487 1.889 2.421 0.100
C -3.446 -5.518 0.418 -0.154
C -4.760 -5.136 1.081 -0.138
C -4.536 -3.577 1.428 -0.175
O -3.246 -3.288 0.977 -0.155
C -2.772 -4.190 0.028 -0.203
H -3.657 -6.230 -0.410 0.120
H -2.720 -5.925 1.125 0.098
H -4.979 -5.737 2.004 0.113
H -5.618 -5.292 0.427 0.094
H -4.605 -3.555 2.540 0.122
H -5.211 -2.942 0.962 0.085
H -1.759 -4.273 0.171 0.079
H -2.982 -3.783 -0.970 0.120
C 1.990 6.424 0.898 -0.147
C 0.881 7.251 1.503 -0.162
C 0.263 7.926 0.267 -0.169
O 0.424 6.941 -0.753 -0.142
C 1.275 5.887 -0.347 -0.198
H 2.356 5.637 1.509 0.093
H 2.813 7.049 0.569 0.118
H 1.201 7.857 2.361 0.119
H 0.283 6.479 1.899 0.077
H 0.735 8.846 -0.060 0.112
H -0.811 8.130 0.346 0.116
H 1.976 5.641 -1.168 0.121
H 0.687 5.003 -0.228 0.069
C 1.019 -6.720 1.646 -0.142
C 0.656 -5.665 2.620 -0.208
C -0.323 -6.235 3.631 -0.229
O -0.995 -7.297 2.978 -0.155
C -0.034 -7.868 2.019 -0.121
H 1.998 -7.111 1.814 0.095
H 0.965 -6.499 0.592 0.086
H 0.179 -4.869 2.095 0.079
H 1.503 -5.179 3.150 0.125
H -1.070 -5.510 4.076 0.126
H 0.281 -6.513 4.546 0.126
H -0.625 -8.292 1.262 0.092
H 0.474 -8.674 2.577 0.116
C -1.050 -0.963 5.437 -0.142
C -1.645 -2.098 4.488 -0.101
C -0.353 -2.428 3.652 -0.235
O 0.491 -1.325 3.715 -0.177
C 0.454 -0.938 5.109 -0.187
H -1.203 -1.039 6.502 0.095
H -1.452 0.037 5.166 0.099
H -2.388 -1.637 3.830 0.085
H -2.082 -2.923 5.026 0.091
H -0.658 -2.744 2.657 0.100
H 0.170 -3.280 4.177 0.117
H 0.845 0.055 5.280 0.114
H 0.925 -1.688 5.785 0.125
C 1.139 5.288 4.854 -0.148
C 0.051 4.222 4.547 -0.103
C 0.820 3.457 3.370 -0.213
O 2.189 3.375 3.781 -0.156
C 2.452 4.541 4.664 -0.166
H 1.073 5.718 5.878 0.123
H 1.148 6.050 4.088 0.080
H -0.918 4.592 4.300 0.094
H -0.008 3.496 5.352 0.104
H 0.798 4.053 2.488 0.066
H 0.398 2.467 3.189 0.094
H 3.227 5.125 4.298 0.086
H 2.941 4.170 5.516 0.095
C -3.345 1.173 -5.393 -0.149
C -2.218 1.441 -4.391 -0.154
C -2.841 0.840 -3.067 -0.176
O -4.232 1.118 -3.188 -0.147
C -4.584 0.731 -4.520 -0.177
H -3.029 0.352 -6.073 0.099
H -3.526 2.085 -5.990 0.110
H -1.988 2.486 -4.361 0.069
H -1.278 0.903 -4.647 0.095
H -2.419 1.270 -2.155 0.093
H -2.623 -0.261 -3.089 0.116
H -5.508 1.269 -4.783 0.117
H -4.766 -0.383 -4.625 0.120
```

* orbital gap: 7.93 eV
* LUMO: -1.318 eV
* charge: 0